# 1
27
Properties=species:S:1:pos:R:3:forces:R:3 method="wB97M-V/def2-TZVPD" s2=16.0564 orbital_gap_ha="0.170 / 0.182" lumo_energy_ev="-15.177 / -14.788" multiplicity=8 charge=+3
O 0.912753 3.459898 -2.215101 -0.023 -6.191 0.062
C 0.914258 2.290317 -2.221740 0.130 14.610 -1.653
Gd 0.909858 0.246265 -1.949016 -0.657 0.393 9.562
O 0.911570 0.251332 -5.422507 -0.088 -0.022 8.131
C 0.911898 0.251330 -4.233654 0.392 0.118 -11.994
C 0.910545 -1.780889 -2.222383 0.150 -16.284 -1.759
O 0.908690 -2.962019 -2.213861 -0.014 7.223 0.073
C -1.119396 0.252160 -2.222347 -16.662 0.012 -1.940
O -2.302420 0.252924 -2.211441 7.442 0.009 0.082
C 2.944572 0.249590 -2.220871 15.272 -0.017 -1.858
O 4.117793 0.248886 -2.217845 -6.592 0.014 0.134
C 0.413048 -2.519501 1.645282 -1.401 0.530 0.731
N -0.375358 -1.256735 1.824957 -0.626 1.707 -0.126
C -1.639444 -1.130875 2.559330 5.005 -0.395 -2.897
C -1.989207 0.114401 2.545092 3.305 3.203 -2.500
N -0.988203 0.878977 1.808969 0.428 -1.716 -0.134
C -0.985535 2.364069 1.610933 -0.917 -1.118 0.510
C -0.003926 0.004453 1.360921 -3.650 -1.150 2.290
Se 1.601109 0.455448 0.541118 1.341 0.317 0.893
H 1.296517 -2.326081 1.083708 0.650 0.252 -0.315
H -0.217916 -3.228953 1.128726 -0.085 -0.259 -0.079
H 0.665187 -2.897384 2.629267 0.123 -0.097 0.077
H -2.027194 -1.960022 2.957980 -1.587 -2.931 1.539
H -2.768563 0.619314 2.940292 -2.441 1.390 1.268
H -1.895422 2.627296 1.084498 -0.131 0.151 -0.035
H -0.975450 2.833366 2.584418 0.056 0.180 0.177
H -0.129751 2.662423 1.045270 0.580 0.072 -0.239


# 2
21
Properties=species:S:1:pos:R:3:forces:R:3 method="wB97M-V/def2-TZVPD" orbital_gap_ha=0.343 lumo_energy_ev=0.404
C -0.297280 0.885492 -2.185347 -0.059 0.024 -1.135
C 1.057599 -3.399670 0.282799 0.343 0.153 -0.561
C 0.138616 -2.559558 0.938367 -0.161 0.850 -0.443
C 1.527477 -2.684113 -0.783972 0.116 -0.768 0.400
C 0.120008 -1.384073 0.214078 -0.002 -1.527 0.910
C -0.506684 -0.140510 0.443124 0.327 3.869 -2.569
C 0.617995 2.299397 -0.175028 0.116 0.177 -0.302
C -1.465971 1.758377 1.260223 -0.216 0.359 -0.150
C -0.880102 2.328916 -0.039966 0.012 -0.026 0.101
C -0.227193 1.270244 -0.853549 -0.381 -2.585 3.869
N -0.336733 0.513847 -3.272577 -0.046 -0.017 -0.169
N -1.145775 0.366311 1.377986 0.130 -0.989 0.426
O 0.971452 -1.477054 -0.829815 -0.045 0.532 -0.267
H 1.353942 -4.391468 0.553836 0.030 -0.232 0.046
H -0.440932 -2.770050 1.814300 -0.100 0.035 0.176
H 2.246363 -2.913486 -1.547597 0.019 0.018 -0.106
H 1.095067 3.039532 -0.807248 -0.100 0.028 0.015
H 1.217789 1.991237 0.672557 -0.052 -0.058 0.025
H -1.047569 2.262760 2.138453 -0.121 0.078 -0.111
H -2.553945 1.875435 1.296105 0.107 0.039 -0.003
H -1.444124 3.128433 -0.496727 0.084 0.040 -0.151


# 3
23
Properties=species:S:1:pos:R:3:forces:R:3 method="wB97M-V/def2-TZVPD" orbital_gap_ha=0.334 smiles="O=C1CS[C@]2(N1)C(=O)Nc1ccccc12" lumo_energy_ev=0.117
O 3.690175 -1.423704 -1.232072 -1.009 1.464 0.458
C 2.893087 -0.780856 -0.548429 1.582 -2.682 1.273
C 3.211382 -0.324814 0.898465 -1.745 1.102 -1.452
S 1.598989 -0.197917 1.754267 -0.082 0.669 -1.596
C 0.776584 0.132319 0.073865 1.171 0.534 0.221
N 1.586720 -0.598518 -0.870917 1.410 0.456 1.861
C 0.767259 1.662593 -0.145157 0.427 1.944 0.143
O 1.670713 2.457481 -0.301894 0.098 -1.171 0.070
N -0.543000 2.078390 -0.086955 -1.300 0.471 0.200
C -1.430650 1.012046 -0.013993 0.613 -1.998 0.426
C -2.809919 0.919187 -0.074101 0.215 -0.171 -0.048
C -3.398999 -0.397035 -0.062266 -1.354 1.650 -0.500
C -2.622808 -1.522665 0.028219 -0.225 2.135 0.056
C -1.258566 -1.383134 0.153122 -0.599 1.333 -0.354
C -0.644011 -0.157177 0.109589 -2.231 -0.699 -0.281
H 3.752284 -0.934220 1.534787 1.398 -1.789 0.442
H 3.783079 0.567961 0.731035 -0.056 0.995 0.475
H 1.503684 -0.805021 -1.821796 -1.481 0.046 -1.683
H -0.855510 3.024454 0.114974 0.635 -0.217 -0.375
H -3.263338 1.905622 -0.176857 -0.869 -0.636 0.000
H -4.509614 -0.621551 -0.209980 1.590 1.051 0.317
H -3.192517 -2.385236 -0.065649 -0.122 -1.994 0.121
H -0.705013 -2.228216 0.211746 1.935 -2.493 0.228


Values for ΔE to the lowest compared entry with this formula, charge and spin, eV, ordered as above
8.947 2.877 0.269